# C60H51F2N9O24

11 unconnected molecules or ions with the total composition C60H51F2N9O24 at a distorted geometry (wB97M-V/def2-TZVPD, the OMol25 dataset).

XYZ file:
```
146
Properties=species:S:1:pos:R:3:forces:R:3
F -5.14831 -3.07181 3.23050 1.48 0.57 0.58
F 3.32573 -5.27597 0.34484 0.37 1.05 0.16
O 1.94520 -6.29797 -2.11579 -1.24 0.44 0.10
O -7.42537 -7.36740 -2.00457 1.96 2.18 -0.17
O -1.54886 2.98637 -6.75612 1.62 1.30 -0.68
O -2.95166 -3.21767 0.04000 0.19 2.30 0.17
O -0.09788 -6.02752 -1.14205 1.28 -0.86 0.10
O 7.93058 1.69247 2.74535 -0.14 0.33 -1.32
O 1.70755 -6.74269 0.04462 -0.49 -0.31 0.61
O -7.15993 -5.22372 -1.65140 1.25 -1.54 -0.56
O -5.55689 4.40478 4.88083 -1.89 -1.07 -1.45
O 3.77684 0.79357 -3.11052 0.44 1.46 -2.74
O -2.87574 2.26797 0.49656 0.42 0.19 0.32
O 2.69349 3.14475 0.72398 1.91 0.20 -1.34
O -1.97166 2.24770 5.98404 -0.49 -2.20 0.60
O 3.43567 1.93896 -4.98106 0.42 -0.62 0.57
O 4.38748 2.06621 -0.10288 -0.20 1.08 -0.15
O -7.51842 4.48466 3.86069 2.06 -1.14 0.79
O -4.51258 3.58401 0.92434 0.70 0.16 0.37
O -0.11165 4.66526 -7.11157 -0.97 -2.16 1.01
O -6.70432 -3.05966 0.77509 1.28 0.19 -2.09
O -7.27712 -3.08799 2.83541 -1.37 -0.38 1.89
O -8.48451 -1.78410 1.42769 3.31 -3.02 0.51
O -3.16374 -1.07528 0.58645 -0.76 -0.80 -0.07
O 8.64375 0.11537 3.96543 0.48 -0.55 -0.40
O -2.95819 0.94663 7.47861 1.63 0.44 -2.62
N 3.75482 3.10170 0.04461 -2.11 -0.79 1.80
N 4.14888 1.42274 -4.15224 0.68 -1.00 2.59
N -6.71552 -6.32145 -2.01975 -2.14 -0.92 0.71
N -3.32904 3.28303 1.00069 -1.04 -0.50 -0.97
N 7.98017 0.52183 3.02590 -0.48 -0.65 2.69
N -2.56900 -2.03148 0.15373 1.84 -0.48 -0.09
N -6.44784 3.91602 4.15221 0.06 0.85 -0.43
N -0.56926 3.69550 -6.47332 -1.01 0.46 0.26
N -2.34760 1.13670 6.38968 -1.31 0.45 1.52
C -4.58928 0.81089 3.07229 0.15 -0.24 -0.34
C -1.05161 4.13441 1.51794 -0.26 -0.83 -1.51
C -0.61261 5.96018 2.99655 -2.00 0.62 0.16
C -2.58584 -2.39299 4.87426 0.60 1.06 1.29
C -2.14590 -0.07337 5.52081 0.04 -0.50 -0.32
C 5.09388 -2.12811 1.34517 0.07 0.48 0.61
C -6.17764 2.56276 3.47324 0.80 1.18 2.06
C 5.28539 4.22956 -1.46978 0.26 1.45 -1.02
C -2.72539 -1.32415 5.81015 0.12 0.14 -0.84
C 3.06402 -6.51011 -0.11884 0.57 -1.27 -1.05
C -2.42615 4.19402 1.67083 0.32 1.70 2.00
C 5.66338 1.62063 -4.25224 -0.09 0.00 -1.32
C -6.14434 -3.87579 2.80791 -0.05 0.33 0.32
C 1.05027 -6.36042 -1.06593 -0.58 1.21 -1.17
C 0.83350 2.91876 -2.55156 0.83 2.50 0.95
C -4.44539 -5.35344 -2.40372 -3.68 -0.11 1.23
C 0.98233 -2.51616 -1.04394 0.43 0.66 -1.36
C -6.83795 0.73635 2.17755 1.04 -0.64 -0.09
C -2.00667 6.07344 3.23045 -0.08 -1.32 -1.61
C 3.22981 -6.58716 -1.65928 1.31 -0.42 0.54
C 6.50365 1.35250 -3.19407 0.27 0.01 1.01
C -7.16685 1.92054 2.80500 -0.88 -0.08 -1.18
C 0.90574 4.24791 -3.05611 -0.20 -1.17 -0.13
C 4.18173 4.34092 -0.59452 1.86 -0.62 -1.48
C -4.93106 -7.59039 -3.24341 -3.04 0.73 1.28
C -0.04027 3.39394 -5.12527 0.48 -0.11 1.08
C 0.42788 4.45615 -4.31302 -0.98 -0.26 -2.09
C -7.55221 -2.59619 1.63732 -4.07 3.76 -0.37
C -1.71874 -2.26428 3.80246 -0.02 0.87 -0.08
C -0.44674 -0.51423 0.18014 -0.55 -1.34 -1.17
C -1.04743 -1.04615 3.60202 -0.76 -0.41 0.14
C -4.92283 1.99435 3.65720 0.71 1.56 0.41
C -0.08775 2.09588 -4.61879 0.06 0.84 0.17
C 5.30468 -0.84909 0.85943 -0.54 0.42 0.18
C 5.74735 -2.51031 2.51349 0.39 -0.18 -1.43
C 0.33018 1.90730 -3.29094 0.16 -1.14 -1.50
C -5.97733 -4.13974 1.34805 -0.72 -1.08 0.06
C 7.00651 -0.44842 2.47309 -0.61 0.72 -0.82
C 6.74847 -1.69210 3.00473 0.36 -0.49 1.74
C 7.47806 2.65200 -5.44531 -0.62 -0.98 0.14
C -0.20167 5.05825 2.06442 1.06 -1.16 0.30
C 0.89086 -0.27171 -0.25058 -1.55 -0.35 1.08
C 7.86981 1.72714 -3.21530 -1.61 0.84 -1.09
C -2.94101 -6.41502 -3.82583 0.17 -2.59 -1.03
C -3.79132 -7.55451 -3.92051 2.99 1.15 -0.91
C 3.99024 6.61919 -1.24029 -1.12 -0.12 2.12
C 3.55772 5.55925 -0.43584 0.08 0.59 -0.17
C -2.94282 5.18108 2.53682 1.79 1.38 0.40
C -0.36471 -2.73896 -0.80707 -0.28 0.68 -0.11
C 6.20668 0.03071 1.47149 -0.12 -0.42 -1.44
C 1.61657 -1.27211 -0.88273 -1.02 -0.57 0.59
C 5.00794 6.51419 -2.14149 -0.74 1.51 -0.33
C -3.29497 -5.35059 -3.08009 1.96 1.28 -0.40
C -1.34151 0.05889 4.38928 0.70 -0.16 0.14
C 5.67610 5.35071 -2.27674 0.09 -2.24 0.86
C -1.11777 -1.73012 -0.20099 1.35 0.15 0.43
C 6.17618 2.12309 -5.45060 -0.01 1.30 0.76
C 8.29725 2.46027 -4.33013 0.21 -0.81 0.17
C -5.54341 0.20148 2.31885 -1.68 -0.75 -1.06
C -5.32877 -6.42440 -2.53295 0.44 -0.50 -0.18
H -5.58686 -8.44518 -3.31862 -0.21 0.11 0.12
H 0.28539 5.43605 -4.74417 0.48 0.23 0.05
H 6.37517 1.03128 1.10153 -0.23 0.03 -0.01
H -6.59972 -4.99678 1.09074 0.65 -0.54 -0.19
H -0.32106 -0.95388 2.80812 -0.06 0.05 -0.10
H 5.50637 2.31646 -6.27543 0.02 -0.13 -0.11
H -4.92372 -4.20180 1.07574 -0.33 0.22 -0.44
H 8.53273 1.63989 -2.36717 -0.17 -0.37 0.08
H -1.98442 -6.53746 -4.31197 0.08 0.58 -0.20
H -1.00930 0.22587 0.72985 0.00 0.18 -0.06
H 1.49683 -3.24307 -1.65492 0.17 -0.35 0.21
H 3.65901 -7.21396 0.46311 -0.22 -0.09 -0.07
H 1.29318 0.68499 0.04818 0.33 0.09 -0.25
H 6.48813 5.31651 -2.98796 0.15 -0.49 0.10
H 2.81764 5.75934 0.32486 -0.18 -0.34 -0.09
H -2.30044 6.93083 3.81779 -0.64 -0.34 0.22
H 1.19358 2.77745 -1.54321 0.06 -0.36 0.11
H 1.34279 5.11643 -2.58595 -0.08 -0.27 0.70
H -0.80973 -3.62098 -1.24341 -0.16 -0.20 0.51
H -4.11829 2.55298 4.11223 -0.24 0.26 0.49
H 3.57168 7.57883 -0.97515 -0.18 0.17 -0.44
H -4.00966 5.34302 2.58190 -0.01 -0.09 0.31
H 9.33470 2.76029 -4.32115 0.01 0.39 -0.23
H -3.29331 -1.47004 6.71712 -0.09 0.14 -0.03
H -5.27672 -0.68680 1.76547 -0.11 -0.12 -0.03
H 0.11709 6.61096 3.45528 -0.20 0.17 0.20
H 5.54746 -3.51714 2.84925 0.20 0.13 0.65
H -3.02411 -3.35302 5.10377 -0.26 0.08 -0.07
H 2.62173 -1.12119 -1.24782 0.06 0.08 0.06
H 7.81988 3.14985 -6.34069 0.20 0.04 0.07
H -0.61612 3.41140 0.84414 -0.15 -0.23 -0.06
H 5.89041 3.34479 -1.60222 -0.45 -0.27 0.30
H -4.73870 -4.49089 -1.82374 -0.16 0.05 0.01
H -7.54446 0.23537 1.53236 -0.08 0.04 0.15
H -6.20985 -4.68718 3.53279 -0.25 -0.19 -0.38
H 0.85018 4.91516 1.86557 0.16 0.14 -0.12
H 0.43807 0.88526 -2.95898 -0.35 -0.04 0.34
H 5.19958 7.41621 -2.70366 0.50 -0.13 -0.26
H 7.24028 -1.96806 3.92579 0.35 -0.12 -0.09
H 4.36009 -2.78118 0.89632 -0.05 0.00 -0.10
H -2.72397 -4.43496 -3.03558 0.48 -0.17 0.02
H 3.58003 -7.52671 -2.08671 -0.43 -0.63 0.63
H -3.47794 -8.35325 -4.57641 -0.04 -0.23 0.17
H -0.42781 1.24292 -5.18731 -0.04 0.18 -0.20
H 6.02995 0.93480 -2.31798 0.19 -0.15 0.21
H 4.02877 -5.94426 -2.02866 -0.56 0.92 0.14
H -0.83073 0.97609 4.13578 -0.21 0.27 0.30
H -1.59742 -3.06597 3.08904 0.16 -0.19 0.08
H -3.59130 0.39807 3.07582 0.08 0.12 0.28
H -8.13620 2.34830 2.59579 0.00 0.22 0.40
H 4.62754 -0.51334 0.08797 0.30 0.30 -0.27
```
Forces are in eV/Å.

Values from the calculation:
HOMO energy: -0.3346 Eh
LUMO level: -1.496 eV
Frontier orbital gap: 0.2796 Ha
SMILES string: O=[N+]([O-])c1ccccc1.O=[N+]([O-])c1ccccc1.O=[N+]([O-])c1ccccc1.O=[N+]([O-])c1ccccc1.O=[N+]([O-])c1ccccc1.O=[N+]([O-])c1ccccc1.O=[N+]([O-])c1ccccc1.O=[N+]([O-])c1ccccc1.O=[N+]([O-])c1ccccc1.O=C1OC[C@@H](F)O1.O=C1OC[C@@H](F)O1
Total energy: -4814.363615 a.u.